Computed, not measured: 7 unconnected molecules or ions with the total composition C28H77N7O7 at a distorted geometry, with ωB97M-V/def2-TZVPD.

The total energy is -55041.981 eV. The calculation puts the HOMO-LUMO gap at 0.348 Ha. Its relative energy (zero: lowest compared OMol25 entry of this formula, charge and spin) is 3.154 eV.

```
! RIJCOSX wB97M-V def2-TZVPD def2/J DEFGRID3
* xyz 0 1
C 6.586 -1.895 4.627
O 5.603 -2.133 3.639
C 4.392 -1.401 3.845
C 3.596 -1.881 5.066
C 3.464 -3.404 5.172
N 2.306 -1.202 4.973
H 6.236 -2.187 5.617
H 6.878 -0.840 4.555
H 7.535 -2.385 4.408
H 4.628 -0.335 3.933
H 3.788 -1.510 2.945
H 4.094 -1.380 5.905
H 2.742 -3.651 5.956
H 4.412 -3.895 5.382
H 3.003 -3.844 4.285
H 1.638 -1.937 5.188
H 2.083 -0.975 4.007
C 0.840 -2.464 -1.661
O -0.191 -1.876 -0.906
C 0.231 -0.699 -0.224
C 0.122 -0.811 1.314
C 0.193 0.515 2.033
N 1.221 -1.664 1.796
H 0.440 -3.221 -2.339
H 1.404 -3.122 -0.976
H 1.551 -1.757 -2.089
H 1.237 -0.347 -0.468
H -0.460 0.062 -0.605
H -0.855 -1.254 1.520
H 1.125 1.052 1.809
H 0.258 0.465 3.118
H -0.625 1.188 1.771
H 1.073 -2.559 1.337
H 2.077 -1.284 1.394
C 0.158 1.827 5.544
O -0.954 2.017 4.674
C -1.648 3.245 4.760
C -2.507 3.283 3.506
C -2.883 4.705 3.038
N -3.770 2.579 3.810
H 0.983 2.354 5.058
H 0.281 0.753 5.651
H -0.028 2.232 6.543
H -2.185 3.390 5.701
H -0.914 4.063 4.737
H -2.023 2.871 2.618
H -1.958 5.300 3.095
H -3.423 5.337 3.751
H -3.294 4.923 2.054
H -4.435 2.563 3.047
H -3.527 1.610 3.997
C -0.064 -6.290 -3.750
O -1.320 -5.948 -4.276
C -1.487 -6.425 -5.600
C -2.857 -5.976 -6.202
C -2.939 -4.470 -6.388
N -3.925 -6.466 -5.353
H 0.721 -5.807 -4.345
H 0.120 -7.369 -3.771
H 0.021 -5.938 -2.723
H -0.639 -6.178 -6.247
H -1.585 -7.503 -5.783
H -2.988 -6.396 -7.202
H -2.202 -4.057 -7.074
H -2.853 -3.959 -5.425
H -3.919 -4.122 -6.725
H -3.961 -5.988 -4.462
H -3.781 -7.454 -5.184
C -0.735 4.062 -0.286
O -0.704 5.352 -0.792
C 0.096 6.310 -0.152
C -0.091 7.785 -0.542
C 0.801 8.698 0.288
N -1.483 8.136 -0.258
H -1.620 3.502 -0.597
H -0.740 3.855 0.792
H 0.125 3.538 -0.724
H -0.226 6.286 0.897
H 1.158 6.045 -0.236
H 0.110 8.000 -1.601
H 0.645 9.766 0.168
H 1.830 8.453 0.001
H 0.710 8.405 1.336
H -1.967 7.625 -0.998
H -1.699 9.105 -0.465
C 4.878 4.077 -0.706
O 4.869 2.780 -0.141
C 4.273 1.780 -0.966
C 4.845 0.446 -0.509
C 5.119 -0.564 -1.628
N 4.071 -0.062 0.597
H 5.850 4.560 -0.588
H 4.201 4.696 -0.105
H 4.563 4.086 -1.749
H 3.178 1.828 -0.876
H 4.332 1.895 -2.055
H 5.844 0.700 -0.126
H 5.902 -0.170 -2.268
H 4.187 -0.646 -2.196
H 5.295 -1.524 -1.144
H 3.716 0.672 1.188
H 4.519 -0.827 1.078
C -2.826 -2.625 -2.880
O -3.941 -2.041 -3.522
C -5.113 -2.070 -2.710
C -6.328 -1.859 -3.566
C -7.601 -1.632 -2.700
N -6.644 -3.048 -4.417
H -1.948 -2.617 -3.528
H -2.973 -3.676 -2.616
H -2.477 -2.030 -2.032
H -5.171 -2.962 -2.077
H -4.958 -1.240 -2.006
H -6.214 -0.970 -4.185
H -8.499 -1.722 -3.304
H -7.521 -0.681 -2.168
H -7.653 -2.346 -1.873
H -7.138 -3.800 -3.951
H -5.690 -3.401 -4.509
*
```